14
Properties=species:S:1:pos:R:3:lowdin_charge:R:1 method="wB97M-V/def2-TZVPD" smiles="NC(=O)NN1CC1" lumo_ev=0.901 homo_energy_ev=-9.188 de_lowest_kj_mol=381.2 energy_ha=-357.90468 orbital_gap_ha=0.3708
N -1.53 -0.14 1.22 0.086
C -0.39 0.42 1.71 -0.556
O -0.10 0.47 2.94 -0.029
N 0.70 0.44 0.72 0.011
N -0.01 0.58 -0.52 -0.129
C 0.14 -0.84 -1.15 -0.120
C 0.99 0.31 -1.60 -0.140
H -1.63 -0.19 0.14 0.099
H -2.42 -0.57 1.86 0.216
H 1.29 1.25 1.02 0.153
H 0.64 -1.78 -0.78 0.132
H -0.62 -0.98 -1.83 0.062
H 2.05 0.30 -1.16 0.124
H 0.87 0.73 -2.58 0.091